# 1
# C35H88F6NO37PtS13

C35H88F6NO37PtS13 as an isolated structure at a distorted geometry (the ωB97M-V functional and the def2-TZVPD basis, the Open Molecules 2025 dataset).

strongest force on any atom: 0.126 Eh/bohr
energy above the lowest of the compared OMol25 structures with the same formula, charge and spin: 0.0000 eV
highest occupied orbital energy (alpha / beta): -12.269 / -12.269 eV

Geometry as ORCA input:
```
! wB97M-V def2-TZVPD RIJCOSX def2/J DEFGRID3
* xyz 1 3
Pt -1.22083 2.14139 1.04837
C -0.31162 0.80599 -2.87669
F 0.94813 0.78124 -2.83114
F -0.68886 2.08711 -2.99855
F -0.63655 0.04278 -3.89729
S -1.10517 -0.00173 -1.25912
O -2.34184 0.73619 -1.13354
O -1.23457 -1.46175 -1.43713
N -0.11147 0.56584 0.06567
S 0.87120 -0.65243 0.16799
O 0.48191 -1.56265 1.22114
O 1.37155 -1.31341 -1.03014
C 2.47746 0.21637 0.80825
F 2.34320 0.74987 2.00283
F 3.47295 -0.62509 0.91817
F 2.74091 1.17637 -0.06227
O 2.51430 -4.20281 -1.07537
S 1.37341 -5.10165 -0.77690
O 0.45244 -5.45519 -1.81569
O 2.00156 -6.48647 -0.03959
C 1.38212 -7.69122 -0.39208
C 1.55697 -8.20604 -1.84939
C 0.34577 -4.39210 0.52020
H 0.35490 -7.74428 -0.03139
H 1.92807 -8.40141 0.22894
H 1.17931 -9.22798 -1.88265
H 2.58842 -8.18944 -2.20146
H 0.99092 -7.72647 -2.64794
H -0.17827 -3.54948 0.06911
H 0.97117 -4.16271 1.38296
H -0.28882 -5.24358 0.76590
O 6.25045 4.77812 -1.10250
S 6.32546 3.36786 -0.67452
O 7.67215 2.77242 -0.64223
O 5.66470 3.35478 0.82260
C 5.89842 2.21927 1.66871
C 6.80500 2.78099 2.75889
C 5.03920 2.29561 -1.52329
H 6.40842 1.49957 1.02838
H 4.95216 1.78063 1.98542
H 6.40667 3.53749 3.43500
H 7.65136 3.34374 2.36509
H 7.08676 2.03386 3.50085
H 4.97182 1.39976 -0.90601
H 5.18478 2.14796 -2.59338
H 4.12855 2.89101 -1.45760
O -0.76965 0.70709 2.79431
S -0.50438 -0.00107 4.05653
O -1.22199 -1.23680 4.44172
O 1.15956 -0.28588 4.11860
C 1.74988 -1.24845 4.93671
C 3.06143 -1.56349 4.16160
C -0.53051 1.19702 5.49509
H 1.20054 -2.18038 5.07026
H 2.02676 -0.78625 5.88424
H 3.66675 -2.23000 4.77597
H 3.66089 -0.67958 3.94375
H 2.85203 -2.04761 3.20771
H -1.57074 1.51293 5.57394
H 0.22077 1.94726 5.24853
H -0.24285 0.60251 6.36222
O 4.53738 1.36300 4.65817
S 3.69375 2.24169 5.45695
O 2.57924 1.79580 6.32710
O 4.70195 3.16191 6.38054
C 4.11701 4.18945 7.10663
C 4.55684 5.50783 6.53430
C 3.10200 3.49843 4.21015
H 4.38930 4.07760 8.15613
H 3.03035 4.13783 7.03867
H 4.18790 5.66432 5.52065
H 5.64598 5.55070 6.54187
H 4.26880 6.35124 7.16183
H 2.48547 2.90827 3.53214
H 3.95123 3.92584 3.67700
H 2.55638 4.33015 4.65584
O 6.38811 0.00144 -2.95774
S 5.93737 -1.33740 -2.73136
O 6.50326 -2.37972 -3.58375
O 6.17283 -1.52834 -1.09104
C 5.98355 -2.82674 -0.61218
C 6.14101 -2.79415 0.86244
C 4.10356 -1.43573 -2.82290
H 6.67938 -3.51049 -1.09838
H 4.96639 -3.11231 -0.88038
H 5.40223 -2.18464 1.38283
H 7.07901 -2.33902 1.18042
H 6.02325 -3.77437 1.32438
H 3.80798 -1.03817 -3.79382
H 3.75747 -0.73013 -2.06763
H 3.77441 -2.43042 -2.52229
O -2.64546 -5.37378 0.90481
S -3.47364 -4.25872 1.13363
O -3.97630 -3.37172 0.09421
O -4.75992 -4.79137 2.10401
C -5.59413 -3.73508 2.57004
C -6.90845 -4.26872 3.13135
C -2.44019 -3.18645 2.36289
H -5.82428 -3.01357 1.78611
H -4.99719 -3.15213 3.27143
H -7.60362 -4.75923 2.44999
H -7.49552 -3.46750 3.58024
H -6.55934 -5.02711 3.83212
H -1.61808 -2.69212 1.84533
H -1.93485 -3.89773 3.01620
H -3.04513 -2.55756 3.01609
O -0.10228 5.70446 -1.45792
S 0.52936 4.46716 -1.03884
O -0.26451 3.38042 -0.43936
O 1.32061 3.78537 -2.40483
C 1.92139 4.61213 -3.30799
C 1.00526 5.03836 -4.46918
C 1.98500 4.89077 0.03732
H 2.79059 4.03470 -3.62289
H 2.45619 5.43848 -2.83975
H 0.79383 4.17992 -5.10674
H 1.58343 5.76925 -5.03454
H 0.11345 5.52824 -4.07829
H 1.62714 5.18109 1.02511
H 2.70715 5.55772 -0.43360
H 2.50270 4.01166 0.42101
O -5.10338 3.45463 -0.89633
S -4.03225 4.26244 -0.27963
O -2.83827 3.66228 0.31050
O -3.54255 5.50021 -1.33373
C -3.31954 5.09675 -2.68702
C -2.79544 6.34282 -3.50461
C -4.94279 5.21839 1.04516
H -4.13347 4.59050 -3.20599
H -2.56621 4.30899 -2.68316
H -1.79365 6.67246 -3.22923
H -3.48671 7.18348 -3.44526
H -2.77927 6.07640 -4.56143
H -4.99435 4.49250 1.85665
H -5.88026 5.52788 0.58317
H -4.24955 5.96007 1.44195
O -6.98027 -2.16871 -2.38933
S -6.00524 -1.91080 -3.44277
O -6.33199 -2.12696 -4.87800
O -5.28984 -0.40903 -3.29302
C -4.26851 -0.03917 -4.18493
C -4.34672 1.51674 -4.11301
C -4.48467 -2.82161 -2.96834
H -4.35105 -0.41695 -5.20403
H -3.25837 -0.35156 -3.92011
H -3.63167 1.84216 -4.86858
H -3.94964 1.85817 -3.15706
H -5.34186 1.82435 -4.43424
H -4.00954 -2.98396 -3.93582
H -4.72222 -3.80197 -2.55536
H -3.81847 -2.26627 -2.30813
O -0.38827 -2.05576 -6.60483
S -0.60075 -2.91175 -5.42113
O -1.63356 -2.55954 -4.49832
O -0.81771 -4.47497 -5.94083
C -0.84174 -5.50926 -4.95524
C -1.36461 -6.83809 -5.54190
C 1.02602 -3.06934 -4.45959
H -1.41573 -5.22525 -4.07321
H 0.20453 -5.60874 -4.66626
H -0.49357 -7.32795 -5.97712
H -2.10843 -6.64895 -6.31590
H -1.76272 -7.47510 -4.75207
H 1.38819 -2.10421 -4.10539
H 1.70811 -3.63301 -5.09608
H 0.80624 -3.59591 -3.53087
O -3.04615 1.06536 1.51269
S -4.39260 0.52377 1.75523
O -4.63989 -0.31883 2.91346
O -5.41786 1.85350 1.65324
C -6.80038 1.76727 1.99731
C -7.37540 3.16252 2.56220
C -4.89582 -0.28553 0.23061
H -7.12952 1.06286 2.76123
H -7.38353 1.63335 1.08622
H -6.62902 3.58504 3.23489
H -8.30146 3.06570 3.12891
H -7.50959 3.92168 1.79164
H -4.08318 -0.93781 -0.08914
H -5.09082 0.49942 -0.50011
H -5.81267 -0.78118 0.54972
*
```


# 2
# C35H90N6O11

A 7-piece molecular cluster, C35H90N6O11 overall at a distorted geometry (the ωB97M-V functional and the def2-TZVPD basis, the Open Molecules 2025 dataset).

strongest force on any atom: 0.048 Eh/bohr
energy above the lowest of the compared OMol25 structures with the same formula, charge and spin: 1.8816 eV
highest occupied orbital energy: -8.473 eV
structure (SMILES): COC[C@H](C)N.COC[C@H](C)N.COCCNCCOC.COCCNCCOC.COCCNCCOC.COCCNCCOC.CC(C)O

Geometry as ORCA input:
```
! wB97M-V def2-TZVPD RIJCOSX def2/J DEFGRID3
* xyz 0 1
C 7.64924 -7.61166 -22.23928
O 8.49523 -8.67201 -21.83064
C 9.70887 -8.18201 -21.29306
C 10.63005 -9.32041 -20.90902
C 11.98137 -8.78007 -20.46301
N 10.84948 -10.21520 -22.10350
H 6.72508 -8.09100 -22.58374
H 8.10948 -7.09011 -23.07713
H 7.26139 -7.05260 -21.38116
H 10.19152 -7.39371 -21.89124
H 9.44191 -7.62754 -20.37450
H 10.18504 -9.89672 -20.09592
H 12.51817 -8.18453 -21.19957
H 12.58818 -9.69420 -20.38659
H 12.07857 -8.41253 -19.44008
H 10.22859 -11.01752 -22.08468
H 10.41317 -9.60560 -22.79278
C 9.29155 -14.37888 -22.29029
O 9.23797 -13.12356 -22.91156
C 9.17349 -13.21127 -24.34346
C 9.34082 -11.90593 -25.06378
C 8.31968 -10.77921 -24.92025
N 9.51333 -12.15560 -26.50053
H 8.37525 -14.97546 -22.29544
H 9.52957 -14.11505 -21.25507
H 10.14262 -14.99288 -22.61398
H 9.96457 -13.91978 -24.62348
H 8.20639 -13.67839 -24.57545
H 10.22593 -11.35632 -24.69892
H 7.88693 -10.81659 -23.90941
H 7.42355 -10.83158 -25.54164
H 8.80433 -9.80526 -24.95890
H 10.35078 -12.71244 -26.65481
H 9.69325 -11.30689 -27.02865
C 12.44665 -14.93364 -33.54567
O 11.68496 -14.70562 -32.38009
C 12.12249 -13.55018 -31.69024
C 11.34292 -13.43329 -30.38505
N 9.92624 -13.24242 -30.70405
C 9.01899 -13.75731 -29.70677
C 7.69317 -14.14920 -30.33528
O 7.91009 -15.31254 -31.15593
C 7.00891 -15.34771 -32.27375
H 12.06906 -14.30033 -34.36153
H 12.33556 -15.98111 -33.81240
H 13.50378 -14.65979 -33.46276
H 11.85834 -12.63882 -32.24500
H 13.18722 -13.66197 -31.46967
H 11.73108 -12.56377 -29.84653
H 11.55359 -14.33126 -29.78727
H 9.79112 -13.81580 -31.53445
H 8.78442 -13.13467 -28.83827
H 9.29211 -14.72403 -29.24288
H 7.27818 -13.31936 -30.91327
H 7.02464 -14.56852 -29.57744
H 6.25856 -16.07207 -31.95289
H 7.55012 -15.77464 -33.12256
H 6.64400 -14.36628 -32.57060
C 6.31376 -13.43477 -27.12136
O 5.23012 -13.70495 -27.98462
C 4.77412 -12.59484 -28.71978
C 3.75177 -13.02564 -29.76516
N 4.34673 -13.58911 -30.97381
C 3.39319 -14.23508 -31.82839
C 2.89151 -15.57276 -31.32967
O 4.00400 -16.37308 -30.94096
C 3.59932 -17.60087 -30.32828
H 5.99942 -13.15628 -26.10397
H 6.93107 -12.57117 -27.39161
H 6.91356 -14.34234 -27.09304
H 5.60820 -12.05576 -29.18181
H 4.16834 -11.91956 -28.09519
H 3.19103 -12.12438 -30.04400
H 3.01266 -13.67751 -29.27710
H 5.15884 -14.11596 -30.68962
H 3.77766 -14.31968 -32.85159
H 2.58454 -13.50922 -31.96246
H 2.13958 -16.06032 -31.95874
H 2.40045 -15.40665 -30.35582
H 3.66294 -18.32452 -31.14259
H 2.61619 -17.55006 -29.85936
H 4.33282 -17.83745 -29.55915
C 14.51063 -12.32185 -27.65820
O 13.80265 -11.14658 -27.98869
C 13.17821 -10.53836 -26.88922
C 12.18110 -9.50585 -27.39047
N 11.44267 -10.12739 -28.50217
C 10.55404 -9.22611 -29.19793
C 9.44349 -10.04454 -29.85385
O 8.64655 -9.12030 -30.58799
C 8.11219 -9.70643 -31.75467
H 15.03935 -12.64698 -28.55330
H 13.80894 -13.10955 -27.37749
H 15.26440 -12.06826 -26.90660
H 13.93134 -10.00346 -26.29041
H 12.69766 -11.26626 -26.22195
H 12.69292 -8.57351 -27.66638
H 11.43468 -9.26853 -26.62707
H 12.16017 -10.63734 -28.99789
H 11.04630 -8.62449 -29.97208
H 10.08156 -8.54435 -28.48821
H 8.79850 -10.46505 -29.07519
H 9.90982 -10.82047 -30.46189
H 7.39720 -9.01791 -32.19987
H 7.54240 -10.62123 -31.52921
H 8.90998 -10.00578 -32.44204
C 11.16297 -7.54734 -13.36553
O 10.82442 -8.76946 -13.92940
C 11.61732 -9.04841 -15.07993
C 11.41784 -10.52229 -15.40129
N 11.66918 -10.80095 -16.81243
C 11.04638 -12.02710 -17.29764
C 11.74233 -12.44971 -18.57298
O 12.90243 -13.18523 -18.23736
C 13.69118 -13.45036 -19.35892
H 10.56063 -7.33286 -12.47985
H 10.99027 -6.71628 -14.05978
H 12.18968 -7.53504 -12.97739
H 12.67868 -8.91984 -14.82681
H 11.28105 -8.39207 -15.88341
H 10.35462 -10.66551 -15.17709
H 11.96668 -11.25132 -14.79651
H 12.66293 -10.93368 -16.97611
H 10.00006 -11.80484 -17.53112
H 11.04106 -12.85272 -16.57209
H 11.85436 -11.48285 -19.07854
H 11.13584 -13.17448 -19.13289
H 13.98917 -12.58685 -19.96097
H 13.08610 -14.07056 -20.04810
H 14.51543 -14.08837 -19.05067
C 12.60917 -13.03521 -23.27564
C 13.43604 -13.77882 -24.30548
C 14.88433 -13.96959 -23.88559
O 12.88522 -15.11754 -24.47785
H 12.55700 -11.97555 -23.56735
H 12.94975 -13.13019 -22.24811
H 11.53812 -13.22314 -23.36700
H 13.32619 -13.30512 -25.27637
H 14.89228 -14.20187 -22.81695
H 15.43582 -13.02350 -23.93143
H 15.37934 -14.70216 -24.51426
H 13.07167 -15.55720 -23.64116
*
```


# 3
# C35H92O35PbS11

C35H92O35PbS11 as an isolated structure at a distorted geometry (the ωB97M-V functional and the def2-TZVPD basis, the Open Molecules 2025 dataset).

strongest force on any atom: 0.232 Eh/bohr
highest occupied orbital energy: -7.712 eV

Geometry as ORCA input:
```
! wB97M-V def2-TZVPD RIJCOSX def2/J DEFGRID3
* xyz 0 1
Pb 2.32870 0.28308 1.05799
O 0.12637 1.32692 0.68761
C -0.62231 0.32215 0.07283
C -0.19526 -1.08670 0.43653
O 1.15337 -1.40760 0.62457
H -0.39951 0.50129 -0.99438
H -1.68978 0.56186 0.17349
H -0.75202 -1.83632 -0.14953
H -0.66125 -1.25899 1.42903
O -2.91071 2.64821 5.00179
S -3.75922 2.76359 3.84324
O -5.03696 2.11329 3.73999
O -3.99705 4.38338 3.55947
C -4.88257 4.69677 2.45959
C -5.03060 6.18539 2.49222
C -2.74803 2.27950 2.41823
H -5.87086 4.30280 2.70084
H -4.49346 4.29444 1.52451
H -5.29385 6.53055 3.49442
H -5.99985 6.37918 2.02266
H -4.17725 6.75801 2.13734
H -2.30529 1.30282 2.59063
H -1.99454 3.05597 2.29649
H -3.34027 2.25926 1.50506
O 4.08311 -3.03401 4.52904
S 3.78324 -2.81409 3.12208
O 3.63358 -1.46870 2.58825
O 4.84356 -3.66473 2.28585
C 6.16269 -3.15559 2.04909
C 6.74490 -4.08952 1.00857
C 2.28753 -3.74843 2.68938
H 6.82241 -3.08120 2.91421
H 6.09791 -2.16081 1.60417
H 7.00581 -5.08399 1.37487
H 7.60402 -3.63875 0.51450
H 5.95690 -4.32308 0.29141
H 2.51938 -4.80908 2.64190
H 2.18852 -3.39467 1.66035
H 1.53837 -3.37422 3.37977
O -3.21326 -0.03541 -4.26856
S -2.34735 -0.75044 -5.15522
O -2.79771 -1.94832 -5.79805
O -1.82332 0.32448 -6.24661
C -1.14736 -0.19705 -7.38898
C -2.09315 -0.33350 -8.56090
C -0.84033 -1.08011 -4.19345
H -0.72718 -1.19000 -7.20540
H -0.28795 0.40610 -7.68226
H -2.81055 -1.13396 -8.38542
H -1.52393 -0.51553 -9.47174
H -2.65160 0.60050 -8.64001
H -0.76787 -0.26876 -3.47201
H 0.08200 -1.09479 -4.77143
H -1.01381 -2.05815 -3.74721
O 1.12490 1.15595 -2.86671
S 1.86670 2.18463 -2.16869
O 2.60425 1.81367 -0.99786
O 2.96562 2.77545 -3.26365
C 3.98609 3.58490 -2.67971
C 4.93066 4.01222 -3.80789
C 0.85689 3.60876 -1.80779
H 4.49182 3.08730 -1.85393
H 3.58886 4.54625 -2.34386
H 4.31720 4.31038 -4.65692
H 5.60872 3.22437 -4.13651
H 5.54242 4.82809 -3.42464
H 1.45062 4.50031 -1.62231
H 0.20169 3.36780 -0.96789
H 0.10547 3.79769 -2.57509
O -6.32808 -0.53782 -0.27066
S -5.34092 0.07950 -1.13480
O -4.56429 1.18677 -0.66856
O -4.48581 -1.21597 -1.63266
C -3.50584 -1.02922 -2.63370
C -2.95704 -2.40133 -2.94833
C -6.20737 0.53056 -2.69707
H -2.72971 -0.30605 -2.37546
H -3.87690 -0.72082 -3.61726
H -2.59294 -2.76594 -1.98498
H -2.12950 -2.43329 -3.65688
H -3.71863 -3.04321 -3.38895
H -5.49745 0.70175 -3.50183
H -6.64848 1.48853 -2.42242
H -6.96202 -0.23467 -2.84874
O -0.60658 -5.10516 -2.69009
S 0.08726 -5.85118 -1.66810
O -0.29610 -7.22594 -1.41405
O 1.69249 -5.86722 -1.99117
C 2.56103 -6.66950 -1.17458
C 3.29629 -7.55316 -2.16814
C 0.05086 -4.91720 -0.12589
H 1.97409 -7.23721 -0.45217
H 3.23385 -5.98421 -0.65759
H 2.64540 -8.16444 -2.79696
H 3.88900 -8.34615 -1.70486
H 3.92201 -7.00997 -2.87515
H 0.88878 -5.32124 0.43873
H -0.91462 -5.20192 0.29018
H 0.11900 -3.84307 -0.29370
O -5.52964 -1.87640 3.48244
S -4.11182 -1.71922 3.34251
O -3.31949 -1.05372 4.37289
O -3.37941 -3.15286 3.05213
C -1.97324 -3.22557 3.22432
C -1.48785 -4.65374 3.05122
C -3.81867 -0.78402 1.79826
H -1.66936 -2.80993 4.18511
H -1.46278 -2.63403 2.45719
H -1.54271 -5.15815 4.02104
H -0.46493 -4.70953 2.68722
H -2.19908 -5.27698 2.50760
H -3.89083 -1.38297 0.89120
H -2.83123 -0.32720 1.81105
H -4.61876 -0.05044 1.71462
O 4.10981 -3.31670 -1.21950
S 3.62999 -2.06602 -1.76390
O 3.54243 -0.91752 -0.89679
O 4.47095 -1.69687 -3.10565
C 4.47879 -0.34852 -3.53203
C 5.29081 -0.21368 -4.80226
C 1.98907 -2.37410 -2.44345
H 4.91210 0.32375 -2.78841
H 3.47522 0.03600 -3.72790
H 6.19308 -0.82662 -4.76698
H 5.66202 0.79788 -4.96530
H 4.72350 -0.48272 -5.69332
H 1.45055 -1.45078 -2.65690
H 1.39766 -2.76027 -1.61200
H 2.07237 -3.12161 -3.22788
O -2.20421 5.28310 0.67630
S -2.21989 5.75488 -0.68105
O -1.18737 6.62426 -1.17135
O -2.26432 4.44103 -1.64945
C -2.87682 3.26690 -1.15233
C -3.31225 2.36514 -2.28406
C -3.85653 6.53992 -1.04781
H -3.82642 3.55570 -0.68534
H -2.37925 2.63230 -0.41651
H -2.46784 2.06141 -2.90302
H -3.96719 2.87931 -2.99326
H -3.91948 1.53245 -1.93379
H -3.61760 6.96120 -2.02120
H -3.98271 7.24660 -0.23318
H -4.57242 5.72328 -1.08639
O 2.67490 5.01596 0.74450
S 2.44621 4.09787 1.84933
O 2.83834 2.70548 1.68547
O 3.16130 4.72801 3.19181
C 3.52847 3.77242 4.17077
C 3.75129 4.45458 5.50012
C 0.70925 4.15098 2.29472
H 4.47023 3.29117 3.89868
H 2.73765 3.02555 4.27167
H 3.85493 3.79269 6.35760
H 2.84320 5.02163 5.71688
H 4.62869 5.08700 5.36817
H 0.49513 5.13010 2.71801
H 0.60438 3.40970 3.08818
H 0.09142 3.86552 1.44644
O 1.32108 0.76737 5.97260
S 1.04767 0.16378 4.69265
O 1.80086 0.50969 3.51183
O 1.05706 -1.43977 4.79985
C 0.53173 -2.08796 5.99610
C 1.60677 -2.02632 7.11173
C -0.73889 0.44291 4.32206
H 0.58275 -3.13189 5.68920
H -0.46017 -1.79612 6.33366
H 1.76260 -1.04839 7.56073
H 2.58924 -2.23554 6.68074
H 1.44697 -2.87434 7.77777
H -0.90054 1.51276 4.44823
H -1.28264 -0.08584 5.10064
H -1.04016 0.10396 3.33422
*
```